Entry from OMol25: C2H2AgO3 as an isolated structure in a non-equilibrium geometry (the ωB97M-V functional and the def2-TZVPD basis).

ORCA input file:
```
! RIJCOSX wB97M-V def2-TZVPD def2/J DEFGRID3
* xyz 1 3
O 1.2871 -0.7024 -0.0954
C 0.0714 -0.9021 0.2995
Ag 1.9774 1.1185 0.1039
H -0.1087 -1.0125 1.3859
O 0.0898 1.6571 -0.3459
C -0.7864 0.7853 -0.2427
O -1.8411 0.5013 -0.7407
H -0.6895 -1.4452 -0.3646
*
```

Computed properties:
electronic energy	-449.628236	Ha
orbital gap (alpha / beta)	0.3217 / 0.2451	Ha
molecular weight	181.9	g mol⁻¹
highest occupied orbital energy (alpha / beta)	-14.67 / -15.92	eV